1 | C10H16N2 | ωB97M-V/def2-TZVPD

## Properties
**Structure (SMILES)**: CN(C)c1ccc(N(C)C)cc1
**Total charge**: 0

Geometry as XYZ:
```
28
C10H16N2, DFT ωB97M-V/def2-TZVPD
H -0.52594 -3.08730 2.30294
C 0.56105 -0.93432 1.00173
N 1.07069 -1.66433 2.10094
H 1.07491 -3.57509 3.05892
H 0.10776 -2.50820 -0.50929
C 0.62152 -3.04837 2.14782
C 1.37664 -0.99509 3.31722
H 0.09155 2.38624 0.23780
H -1.14192 3.48433 -2.83933
N -0.84666 1.67574 -2.15529
C -0.85194 3.14042 -1.89842
H -2.45755 0.36036 -3.11663
C -0.33093 0.85391 -1.16750
H 2.15875 -0.25895 3.18097
C 0.04783 1.33127 0.10606
H 0.42208 -0.52492 3.59077
H 0.91102 -3.67005 1.27313
H -0.00010 3.59653 -1.55781
H -1.50479 3.44137 -1.02527
C -0.29445 -0.55674 -1.20849
C -1.61000 1.07404 -3.33106
H -0.45161 -1.01317 -2.13624
C 0.48622 0.50922 1.13182
H -0.75621 0.52549 -3.99882
H -1.77913 2.06101 -3.76953
H 0.69756 0.81476 2.14947
C 0.01332 -1.41301 -0.18005
H 1.46986 -1.88036 4.02466
```


2 | C10H16N2 | ωB97M-V/def2-TZVPD

## Properties
**Total charge**: 0

Geometry as XYZ:
```
28
C10H16N2, DFT ωB97M-V/def2-TZVPD
C 3.60229 1.15473 1.20479
N -0.91217 0.00999 0.27315
C 3.06230 0.23236 0.43867
C -2.56557 -1.56888 -0.69438
H -0.28929 1.92716 0.39185
H 2.67157 -1.61463 -1.49647
C 2.25642 0.34373 -0.87442
H 3.31082 2.14453 1.01086
H -0.50748 -1.72440 -0.97389
C -0.25837 -0.36293 1.34239
H -3.27775 1.03718 0.71670
H -3.36294 -0.81054 -0.74246
C -1.21067 -0.93548 -0.89342
H -2.73805 -2.29119 -1.43915
H -2.55698 -2.16784 0.27304
H -1.22744 -0.27427 -1.72219
H 1.56143 1.14947 -0.90349
H 3.42939 -0.79874 0.71498
C -2.46672 1.73623 0.90251
H -2.08403 1.75065 1.95102
H -1.23227 1.60005 -0.97901
H -3.00217 2.65049 0.52461
C 1.99130 -0.70911 -1.61396
H 4.18360 0.84829 2.06115
N 1.10063 -2.47142 1.54187
H 1.35294 -0.71960 -2.56455
C -1.20611 1.45665 0.10450
C 0.37532 -1.59250 1.44530
```


3 | C10H16N2 | ωB97M-V/def2-TZVPD

## Properties
**Total charge**: 0

Geometry as XYZ:
```
28
C10H16N2, DFT ωB97M-V/def2-TZVPD
H 3.02150 1.81790 1.71222
H 2.56250 0.57201 -1.76790
H -5.15683 -0.08123 1.54495
N -1.74993 0.67284 -0.38084
C 2.33901 0.09589 0.74520
C -3.85784 1.42464 1.45480
C -2.42378 -0.47374 -0.55791
H 2.12549 -0.04055 2.76236
H -4.55854 2.07089 2.05955
H 3.30017 -1.19088 2.28536
C 1.49906 0.10336 -1.51024
H -3.19524 2.02199 0.90249
C -4.16855 0.20208 1.07706
C -3.49126 -0.69648 0.21814
N 1.71659 -0.48294 -0.19127
H -2.00192 -2.48466 -1.17302
H 1.50755 -1.51262 1.80797
H 1.19254 -0.66450 -2.13370
C 3.19502 1.29871 0.72180
H -2.03713 -1.34758 -2.45124
H -4.02422 -1.61647 0.11118
H 4.21661 1.04939 0.52357
C 2.30840 -0.82935 2.00481
H -0.72281 -1.23388 -1.60707
H 2.95772 1.96980 -0.03502
C -1.77996 -1.49793 -1.47034
H 0.71151 0.90332 -1.38095
C -0.93812 1.54030 -0.30447
```


Name the most stable of them. 1.